A molecular structure, C6H15N3, computed with the ωB97M-V functional and the def2-TZVPD basis.

XYZ file:
```
24
Properties=species:S:1:pos:R:3:forces:R:3:nbo_charge:R:1
C 2.12097 -0.66615 0.81213 -0.19 -0.02 -0.29 -0.43
N 1.16272 0.30959 0.31272 -1.53 0.54 1.13 -0.58
C 0.50563 0.56481 -1.41889 -1.29 -1.18 -1.26 -0.02
C 0.69097 -0.62433 -2.15205 0.06 0.74 0.28 -0.80
H 1.45137 1.24167 0.60541 -0.23 -0.10 0.24 0.37
H 0.82177 1.44929 -1.97434 0.33 0.09 0.24 0.20
H 2.18728 -0.59570 1.90108 0.07 -0.17 -0.01 0.19
H 3.11343 -0.50449 0.38179 -0.10 0.11 0.00 0.21
H 1.81651 -1.67440 0.52658 -0.10 0.07 0.06 0.21
H 1.17578 -0.56952 -3.11851 0.22 0.04 0.17 0.21
H 0.80071 -1.57626 -1.64529 -0.42 -0.17 -0.08 0.17
C -0.89208 0.76109 1.98125 -0.05 -0.10 -0.10 -0.65
C -0.59272 0.09642 0.65826 1.97 0.92 -0.65 0.38
N -0.95004 -1.22866 0.57723 0.38 -0.11 -0.04 -0.87
N -1.99248 0.56002 -1.45344 0.48 -0.04 0.01 -0.84
C -0.84219 0.89672 -0.64997 0.86 -0.53 0.22 -0.14
H -1.47568 -1.68467 1.30865 0.42 0.03 -0.27 0.40
H -0.76635 -1.67315 -0.31753 -0.52 -0.10 0.39 0.41
H -2.82573 0.42982 -0.89215 0.04 -0.10 -0.12 0.36
H -1.74861 -0.28330 -1.98743 -0.25 0.31 0.17 0.38
H -0.83635 1.96371 -0.39702 -0.09 -0.05 0.01 0.18
H -0.45114 0.20177 2.81187 -0.12 0.01 -0.07 0.22
H -0.49768 1.77817 2.00768 -0.02 -0.09 -0.09 0.22
H -1.97609 0.82754 2.12200 0.07 -0.07 0.05 0.22
```
Positions in Å, forces in eV/Å.

The energy above the lowest of the compared OMol25 structures with the same formula, charge and spin comes out at 4.0176 eV. The LUMO energy comes out at 0.7092 eV.


A molecular structure, C20H44F6N2O16S7Zr, computed with the ωB97M-V functional and the def2-TZVPD basis.

XYZ file:
```
96
Properties=species:S:1:pos:R:3:forces:R:3:mulliken_charge:R:1
Zr 21.32315 -4.43664 11.98076 -0.66 2.45 2.86 1.34
S 18.54971 -4.95401 11.59143 -2.33 -1.09 -0.38 1.07
O 17.65837 -4.32434 10.65429 0.07 0.16 0.27 -0.68
O 19.81116 -5.35709 10.93878 2.77 -5.03 -4.16 -0.54
O 19.38951 -4.03767 12.35514 -0.99 6.13 5.59 -0.33
O 17.96937 -5.93386 12.47126 -0.09 -0.06 -0.42 -0.70
O 22.84105 -1.01452 13.74352 -1.11 -0.19 0.45 0.12
C 22.35275 -2.07706 13.16544 -0.62 -3.14 -1.92 0.91
O 22.77053 -2.57154 12.09782 2.67 1.46 -2.67 -0.04
O 21.43384 -2.83043 13.56461 -2.66 0.68 3.81 -0.63
H 23.58456 -0.70366 13.19361 0.89 0.06 0.22 -0.08
C 21.14576 -4.47421 7.75598 0.14 0.00 0.39 0.77
F 19.89379 -4.53480 8.15325 0.07 0.17 -0.08 -0.20
F 21.21365 -4.79261 6.47184 0.21 -0.32 0.19 -0.23
F 21.61460 -3.22756 7.88590 0.05 -0.23 -0.03 -0.23
S 22.13088 -5.75192 8.81684 -2.80 -4.29 -0.39 0.72
O 21.12142 -6.75498 9.21817 2.06 2.43 -0.60 -0.54
O 23.15854 -6.34126 7.94643 -0.97 2.18 1.80 -0.50
N 22.56370 -4.83678 10.28021 3.04 -2.21 -4.27 -0.40
S 24.23681 -4.83088 10.18953 3.18 -0.37 1.87 0.71
O 24.79229 -4.05449 11.28117 -0.88 -0.14 -0.82 -0.53
O 24.94334 -6.11521 10.05584 -2.02 1.62 -0.47 -0.57
C 24.70362 -3.70274 8.70261 -1.60 -0.08 -0.11 0.53
F 25.98110 -3.48353 8.74776 1.04 -0.04 0.24 -0.19
F 24.39197 -4.15912 7.48330 0.12 0.36 0.58 -0.20
F 24.05691 -2.53745 8.90405 0.17 -0.35 -0.10 -0.13
C 25.45079 0.36856 18.84078 0.37 0.39 0.66 -1.78
C 24.29874 0.71420 17.94065 -1.42 0.34 -0.60 1.66
C 23.02137 1.20767 18.70443 0.97 1.16 1.34 -1.00
C 23.20044 2.65100 19.25909 -0.32 0.33 -1.14 -0.91
C 23.54795 3.66936 18.12807 0.02 -1.89 2.29 -1.00
C 24.79487 3.18386 17.36858 1.33 2.54 0.76 1.24
N 24.73364 1.80730 16.98317 -2.78 -1.14 0.44 0.96
O 25.68070 1.40117 16.04459 0.82 0.11 0.46 -0.44
C 24.70227 4.05115 16.09745 1.06 -1.40 -1.15 -1.72
C 26.12201 3.58546 18.21282 -1.06 -0.09 -0.95 -1.80
C 23.75441 -0.48782 17.14955 1.54 0.66 -1.32 -2.51
H 26.34839 0.30817 18.22528 0.11 -0.12 0.17 0.32
H 25.35920 -0.52362 19.46105 -0.28 -0.24 -0.32 0.47
H 25.55456 1.18638 19.55525 0.37 0.04 -0.01 0.33
H 22.10537 1.05612 18.13437 0.17 0.35 -0.34 0.41
H 22.89426 0.60260 19.60445 0.12 -0.47 -0.13 0.46
H 23.97879 2.67490 20.02288 0.18 -0.16 -0.09 0.31
H 22.33270 3.08943 19.75460 -0.35 -0.60 0.09 0.42
H 23.72658 4.57542 18.70817 0.42 0.38 -0.63 0.41
H 22.64624 3.82840 17.53669 0.25 -0.15 -0.45 0.43
H 25.57743 3.87041 15.46878 0.24 0.15 0.01 0.30
H 23.89199 3.55790 15.55761 -0.37 0.58 -0.18 0.20
H 24.59071 5.13238 16.15431 -0.26 -0.16 0.60 0.42
H 26.26882 4.65563 18.06342 0.07 0.06 0.22 0.51
H 26.05140 3.37287 19.27919 -0.23 0.03 -0.03 0.32
H 27.01722 3.08176 17.84789 -0.16 -0.13 -0.24 0.32
H 24.56027 -0.87464 16.52115 0.17 -0.32 0.15 0.44
H 23.08158 -0.07568 16.39696 -0.59 -0.36 0.30 0.41
H 23.36735 -1.30788 17.75177 -0.24 0.31 0.13 0.51
H 25.24355 1.45855 15.18974 -0.15 -0.38 -0.10 0.20
C 24.76563 -4.39162 15.12564 -0.24 -0.58 0.50 -0.76
S 23.94154 -5.81894 14.35551 -0.03 1.10 -1.26 0.24
O 23.05375 -5.13660 13.30987 0.89 -0.89 -0.07 -0.58
C 25.41493 -6.51663 13.51297 -0.20 0.40 0.02 -1.01
H 25.56499 -4.80718 15.74008 0.30 0.17 -0.23 0.60
H 24.07331 -3.93357 15.83035 -0.22 -0.03 -0.19 0.06
H 25.07491 -3.64741 14.39303 0.13 -0.32 -0.20 0.26
H 26.07506 -6.90164 14.29055 -0.07 0.10 0.14 0.45
H 25.89936 -5.72456 12.94255 -0.09 0.02 0.01 0.27
H 25.16754 -7.33704 12.84059 -0.42 0.13 0.08 0.38
C 21.14567 -0.32358 9.73243 0.59 0.14 -0.42 -0.76
S 19.94616 -1.70792 9.77976 0.13 -0.31 2.44 0.33
O 20.64933 -2.90430 10.40576 0.19 1.02 -0.95 0.52
C 18.93446 -1.12964 11.20244 -0.52 -0.19 -0.28 -0.88
H 21.64128 -0.29934 8.76097 -0.15 -0.42 -0.14 0.39
H 21.95670 -0.43060 10.45326 -0.32 -0.35 0.34 0.00
H 20.70006 0.66739 9.82211 -0.49 -0.23 0.26 0.45
H 18.37676 -0.23725 10.91822 0.24 0.16 0.03 0.52
H 19.47869 -1.03937 12.14268 0.60 0.32 -0.37 0.17
H 18.20183 -1.89907 11.44827 0.05 -0.27 -0.61 0.23
C 18.85453 -4.83789 15.77251 -0.58 -0.83 0.16 -1.08
S 20.35806 -5.94742 15.37351 -1.91 2.39 0.92 0.17
O 20.65171 -5.47887 14.00191 0.72 -0.70 -0.81 -0.56
C 21.48108 -5.07568 16.57736 -0.36 -0.30 -0.90 -0.53
H 17.97017 -5.17309 15.22861 0.49 -0.41 -0.64 0.36
H 18.97906 -3.79152 15.49562 0.78 -0.15 -0.09 0.33
H 18.47849 -4.90640 16.79483 0.73 -0.11 0.34 0.44
H 21.91764 -4.18611 16.12490 -0.27 0.00 -0.31 -0.19
H 22.26983 -5.79113 16.80432 -0.13 0.11 0.48 0.34
H 20.83408 -4.75712 17.39271 0.35 -0.35 0.27 0.47
C 25.82193 2.53929 12.38713 -0.62 0.23 -0.07 -0.76
S 24.64946 1.18027 12.05670 0.77 0.26 0.43 0.53
O 25.08506 0.10797 13.05496 -1.04 1.07 -0.61 -0.63
C 23.19487 2.16659 12.66350 0.28 0.07 0.87 -0.70
H 25.53279 3.35802 11.72783 0.13 0.07 0.01 0.43
H 26.87198 2.29292 12.24125 -0.25 -0.46 -0.20 0.38
H 25.66777 2.84051 13.42326 0.04 0.02 0.01 -0.01
H 22.22099 1.67874 12.67849 0.30 -0.49 -0.47 0.33
H 23.11729 3.10901 12.12129 0.18 -0.21 -0.39 0.49
H 23.37382 2.45409 13.70113 0.25 -0.14 0.10 -0.03
```
Positions in Å, forces in eV/Å.

The energy above the lowest of the compared OMol25 structures with the same formula, charge and spin comes out at 3.9626 eV. The LUMO energy comes out at -0.0377 eV.


A molecular structure, C15H15BN5OS2Zr, computed with the ωB97M-V functional and the def2-TZVPD basis.

XYZ file:
```
40
Properties=species:S:1:pos:R:3:forces:R:3:nbo_charge:R:1
Zr -1.14148 -0.59131 0.02285 0.78 -0.21 -0.53 2.47
S 4.23676 4.72847 -0.02392 0.00 0.01 0.06 1.13
N 4.35386 3.14588 0.20020 0.14 -0.11 -0.01 -0.58
C 3.13019 2.65036 0.11427 -0.23 0.28 -0.04 0.16
C 2.76033 1.26779 0.27295 -0.13 -0.12 0.08 -0.08
C 3.66800 0.25040 0.60404 -0.01 0.07 -0.03 -0.02
C 3.20873 -1.03700 0.80647 0.01 -0.02 0.01 -0.22
C 1.85865 -1.29800 0.66251 0.01 -0.02 0.00 0.11
N 0.97132 -0.34809 0.31436 0.60 0.47 0.16 -0.67
C 1.41004 0.93768 0.13612 0.23 0.05 0.01 0.25
C 0.41197 1.94531 -0.16813 0.00 0.24 0.05 0.15
N -0.89297 1.52906 -0.30908 0.25 0.25 -0.17 -0.66
C -1.84454 2.44644 -0.57245 -0.09 0.01 -0.01 0.12
C -1.56062 3.79676 -0.69074 0.02 0.05 -0.01 -0.22
C -0.26004 4.22921 -0.53523 0.04 -0.06 0.02 0.00
C 0.75507 3.29235 -0.27114 -0.14 -0.12 -0.12 -0.04
C 2.14541 3.64239 -0.13045 0.29 -0.20 0.06 0.08
N 2.65271 4.86093 -0.22285 -0.10 0.13 -0.08 -0.56
H 4.71670 0.50258 0.71244 0.01 -0.03 0.01 0.29
H 3.88175 -1.83452 1.08890 0.00 0.00 0.00 0.28
H 1.46568 -2.28914 0.85043 -0.01 -0.01 -0.01 0.22
H -2.86148 2.09107 -0.68290 0.02 -0.04 0.00 0.24
H -2.36222 4.49062 -0.90306 -0.01 -0.01 0.01 0.29
H 0.00389 5.27769 -0.61206 -0.02 0.01 -0.02 0.29
B -3.59666 -0.35047 1.09694 -0.23 0.28 0.10 -0.48
C -2.42194 -1.01318 1.91540 -0.41 -0.29 0.45 0.33
N -1.33646 -1.42833 2.04889 -0.18 0.04 0.00 -0.48
H -3.68496 0.80731 1.38075 0.14 0.04 -0.10 0.11
H -3.13117 -0.47685 -0.12519 -0.77 0.02 0.52 -0.08
H -4.62503 -0.94277 1.15639 0.05 -0.15 -0.18 0.16
C -2.51658 -4.05501 -0.39816 -0.03 0.04 -0.07 -0.81
S -1.36921 -3.55632 -1.67781 -0.08 -0.15 -0.08 1.31
C 0.10768 -4.39243 -1.13375 0.08 0.01 -0.04 -0.81
O -1.06858 -2.01630 -1.29825 -0.15 -0.50 0.18 -1.00
H -2.10220 -3.81941 0.58207 0.01 -0.03 0.02 0.25
H -2.65803 -5.13570 -0.48282 0.06 -0.01 -0.11 0.32
H -3.47519 -3.56810 -0.57904 0.03 0.03 -0.04 0.29
H -0.01715 -5.44632 -1.39901 -0.08 0.01 -0.05 0.31
H 0.23356 -4.29731 -0.05618 -0.03 0.03 0.00 0.25
H 0.95420 -3.99572 -1.69374 -0.04 0.02 -0.04 0.29
```
Positions in Å, forces in eV/Å.

The energy above the lowest of the compared OMol25 structures with the same formula, charge and spin comes out at 0.0000 eV. The total charge is +3. The LUMO energy comes out at -12.2098 eV.